1.
Below is a cluster of 2 separate species, C2H5NO in total in a non-equilibrium geometry, with properties calculated with ωB97M-V with the def2-TZVPD basis set.

## Properties
SMILES: C=N.C=O
Charge: 0
Frontier orbital gap (eV): 10.64

Last column: Mulliken charge in e.
Geometry (Å):
C -0.944675 1.189988 -0.865379  -0.19
N -1.175981 -0.093432 -0.646059  -0.52
H -0.411293 1.686904 -1.682643  0.24
H -1.320769 1.905725 -0.078990  0.25
H -0.665251 -0.729950 -1.277423  0.23
C 1.111142 -1.006814 1.059070  -0.04
O 2.241967 -0.858339 1.590846  -0.44
H 0.292287 -0.307101 1.642042  0.25
H 0.872573 -1.786982 0.258536  0.22

Forces on atoms 1 to 2 (eV/Å):
C -1.0 -2.4 1.6
N 1.2 3.2 -0.5



2.
Below is the molecule C2H5NO in a non-equilibrium geometry, with properties calculated with ωB97M-V with the def2-TZVPD basis set.

## Properties
SMILES: CNC=O
Charge: 0
Frontier orbital gap (eV): 10.71

Last column: Mulliken charge in e.
Geometry (Å):
C 0.883611 0.642675 -0.044071  -0.77
N 0.050964 -0.536669 0.304849  -0.19
C -1.325629 -0.529639 -0.079141  0.12
O -1.751344 0.348344 -0.729300  -0.50
H 1.567214 0.484258 -0.856252  0.29
H 0.263403 1.352775 -0.324617  0.34
H 1.552525 1.098619 0.828983  0.23
H 0.500887 -1.360636 0.609598  0.20
H -1.741630 -1.499731 0.289953  0.29

Forces on atoms 1 to 2 (eV/Å):
C 3.3 -2.7 3.2
N -0.9 2.1 -0.7



3.
Below is the molecule C2H5NO in a non-equilibrium geometry, with properties calculated with ωB97M-V with the def2-TZVPD basis set.

## Properties
SMILES: CNC=O
Charge: 0
Frontier orbital gap (eV): 10.77

Last column: Mulliken charge in e.
Geometry (Å):
C 0.856588 0.433012 -0.519051  -0.80
N -0.308603 0.383267 0.328971  -0.16
C -0.921827 -0.790317 0.647734  0.04
O -0.312688 -1.824475 0.802034  -0.53
H 1.801002 0.303887 0.012654  0.24
H 0.823383 -0.316606 -1.314312  0.27
H 0.944960 1.368176 -1.045871  0.35
H -0.866930 1.213238 0.327508  0.26
H -2.015885 -0.770181 0.760333  0.34

Forces on atoms 1 to 2 (eV/Å):
C 1.0 -0.5 -0.3
N -0.5 0.4 -0.3



4.
Below is the molecule C2H5NO in a non-equilibrium geometry, with properties calculated with ωB97M-V with the def2-TZVPD basis set.

## Properties
SMILES: CNC=O
Charge: 0
Frontier orbital gap (eV): 11.11

Last column: Mulliken charge in e.
Geometry (Å):
C -1.093083 0.210213 0.275139  -0.76
N 0.257012 0.534848 -0.543308  -0.45
C 1.403055 -0.200125 -0.105113  0.19
O 1.401146 -1.072076 0.730093  -0.48
H -0.764968 -0.241716 1.195526  0.31
H -1.612969 1.164853 0.365766  0.23
H -1.828362 -0.500981 -0.198853  0.31
H -0.340043 0.069010 -1.192892  0.29
H 2.364292 0.175975 -0.531961  0.35

Forces on atoms 1 to 2 (eV/Å):
C 0.7 0.3 0.6
N -2.1 -0.6 1.5



5.
Below is the molecule C2H5NO in a non-equilibrium geometry, with properties calculated with ωB97M-V with the def2-TZVPD basis set.

## Properties
SMILES: C=NCO
Charge: 0
Frontier orbital gap (eV): 10.75

Last column: Mulliken charge in e.
Geometry (Å):
C -1.333077 0.210844 -0.478342  -0.13
N -0.457708 0.438689 0.383153  -0.53
C 0.668467 -0.386551 0.555767  -0.18
O 1.607753 0.017918 -0.364001  -0.49
H -2.157593 1.031774 -0.725318  0.20
H -1.476012 -0.577754 -1.243081  0.27
H 0.455167 -1.513437 0.477703  0.30
H 1.206473 -0.187569 1.559494  0.23
H 1.486533 0.966087 -0.165374  0.33

Forces on atoms 1 to 2 (eV/Å):
C -2.4 1.9 -1.8
N -1.3 0.8 0.4



6.
Below is a structure of composition C2H5NO in a non-equilibrium geometry, with properties calculated with ωB97M-V with the def2-TZVPD basis set.

## Properties
Charge: 0
Frontier orbital gap (eV): 10.50

Last column: Mulliken charge in e.
Geometry (Å):
C 1.452574 -0.523769 0.005194  -0.73
C 0.544184 0.678307 -0.056381  0.05
H 1.935533 -0.534548 1.384224  0.23
H 0.496561 -1.711345 -0.219315  0.27
H 2.461739 -0.356728 -1.013318  0.24
H 1.018887 1.610695 0.031847  0.41
H -2.282092 -0.444634 -0.067048  0.33
N -0.713131 0.728618 0.030410  -0.40
O -1.327407 -0.573874 -0.002767  -0.40

Forces on atoms 1 to 2 (eV/Å):
C 0.3 -2.2 0.0
C 0.6 -2.0 0.8



7.
Below is a cluster of 2 separate species, C2H5NO in total in a non-equilibrium geometry, with properties calculated with ωB97M-V with the def2-TZVPD basis set.

## Properties
2S+1: 3
Charge: 0
Frontier orbital gap (alpha / beta) (eV): 3.94 / 4.55
Expectation value of S²: 2.007

Last column: Mulliken charge in e.
Geometry (Å):
C 1.151100 0.212412 -0.343376  -0.01
C 1.036959 -1.217542 -0.341879  -0.90
N 1.197150 1.331501 -0.234739  -0.08
O -2.014522 1.048106 0.577927  -1.08
H 1.691315 -1.622065 -1.056785  0.31
H 1.383989 -1.551446 0.665936  0.31
H 0.025286 -1.536152 -0.402942  0.43
H -1.587578 1.978162 0.734044  0.45
H -2.883697 1.357020 0.401817  0.58

Forces on atoms 1 to 2 (eV/Å):
C 0.4 -10.1 -1.1
C 0.8 1.0 2.5



8.
Below is a cluster of 2 separate species, C2H5NO2 in total in a non-equilibrium geometry, with properties calculated with ωB97M-V with the def2-TZVPD basis set.

## Properties
Charge: 0
Frontier orbital gap (eV): 9.83

Last column: Mulliken charge in e.
Geometry (Å):
C 0.397899 -1.524388 0.986932  -0.72
C 0.122085 -0.638479 0.085812  0.19
N -0.874284 0.214716 -0.260985  -0.15
O -0.304632 2.445102 -0.733878  -0.33
O -0.857640 1.188376 -1.157277  -0.18
H 1.350946 -2.115875 0.996879  0.21
H -0.313417 -2.015122 1.655399  0.27
H 1.367199 -0.424908 -0.740824  0.11
H -1.343651 0.375482 0.558747  0.26
H 0.455496 2.495096 -1.390805  0.34

Forces on atoms 1 to 2 (eV/Å):
C 0.2 -3.1 1.7
C 7.0 2.0 -5.0



Calculated relative energy (zero: lowest compared OMol25 entry of this formula, charge and spin) in order - 308.7, 118.5, 69.0, 219.6, 244.4, 648.5, 395.4, 755.9 kJ/mol